Formula: C2H9N5
Source: OMol25
Level of theory: ωB97M-V/def2-TZVPD

Summary:
total charge = +2
strongest force on any atom = 5.0 eV/Å
lowest unoccupied orbital energy = -8.16 eV
energy above the lowest of the compared OMol25 structures with the same formula, charge and spin = 3.037 eV
SMILES = N/C=[NH+]/C(N)=N\[NH3+]
highest occupied orbital energy = -19.02 eV
frontier orbital gap = 10.852 eV

Last columns: bonded neighbours and bond lengths (Å).
CARTESIAN COORDINATES (ANGSTROEM)
1 N -2.81 -0.09 -0.76  C2 1.315, H8 1.040, H9 0.997
2 C -1.79 0.31 -0.03  N1 1.315, N3 1.301, H10 1.080
3 N -0.53 0.05 -0.20  C2 1.301, C4 1.738, H11 1.078
4 C 1.01 0.80 0.11  N3 1.738, N5 1.335, N6 1.287
5 N 0.86 2.03 0.61  C4 1.335, H12 1.021, H13 1.012
6 N 2.00 -0.02 0.16  C4 1.287, N7 1.398
7 N 2.35 -1.37 0.17  N6 1.398, H14 1.059, H15 1.046, H16 1.009
8 H -3.83 0.02 -0.59  N1 1.040
9 H -2.56 -0.68 -1.53  N1 0.997
10 H -2.10 1.01 0.74  C2 1.080
11 H -0.38 -0.56 -1.08  N3 1.078
12 H 1.72 2.24 1.12  N5 1.021
13 H 0.30 2.80 0.28  N5 1.012
14 H 2.08 -1.65 1.15  N7 1.059
15 H 2.08 -2.01 -0.61  N7 1.046
16 H 3.34 -1.27 0.35  N7 1.009